Record 1
Entry from OMol25: C18H14IrN3O4 as an isolated structure at a distorted geometry (ωB97M-V with the def2-TZVPD basis set).

- E_HOMO (alpha / beta): -6.07 / -6.21 eV
- Orbital gap (alpha / beta): 5.35 / 5.43 eV
- LUMO energy (alpha / beta): -0.72 / -0.78 eV
- Energy relative to the best compared isomer or geometry (same formula, charge and spin): 69.3 kcal/mol
- 2S+1: 1

Last column: Löwdin charge in e.
Geometry (Å):
Ir -0.208 -0.347 1.173  1.225
O 1.808 -0.225 1.440  -0.205
C 2.707 -0.543 0.623  -0.154
C 2.609 -1.116 -0.671  -0.117
C 3.810 -1.466 -1.310  0.056
C 3.805 -2.072 -2.549  -0.169
C 2.591 -2.363 -3.194  0.013
C 1.408 -2.033 -2.600  0.006
C 1.352 -1.361 -1.345  -0.353
O 0.215 -0.993 -0.915  -0.152
N 5.041 -2.413 -3.175  -0.374
O 6.070 -2.148 -2.576  0.057
O 5.008 -2.946 -4.270  0.066
H 3.733 -0.347 0.958  0.137
H 4.753 -1.267 -0.821  0.126
H 2.615 -2.841 -4.162  0.119
H 0.463 -2.242 -3.082  0.117
C -4.252 -1.117 0.051  -0.043
C -4.859 0.146 0.170  -0.060
C -4.084 1.218 0.518  -0.007
C -2.713 1.051 0.790  -0.185
N -2.157 -0.210 0.748  -0.112
C -2.915 -1.233 0.347  -0.124
C -1.832 2.128 1.095  -0.212
C -2.208 3.480 1.226  -0.012
C -1.270 4.420 1.558  -0.071
C 0.070 4.037 1.740  -0.046
C 0.388 2.709 1.567  -0.138
N -0.518 1.790 1.270  -0.062
H -4.818 -1.976 -0.272  0.106
H -5.910 0.269 -0.037  0.107
H -4.508 2.207 0.571  0.105
H -2.411 -2.187 0.282  0.115
H -3.237 3.758 1.076  0.101
H -1.558 5.451 1.688  0.104
H 0.826 4.753 2.016  0.103
H 1.404 2.354 1.683  0.107
C -0.461 -1.837 2.520  -0.090
H -0.542 -1.618 3.579  -0.043
H -0.216 -2.869 2.293  -0.040



Record 2
Entry from OMol25: C22H42Cl3N2O4PmSi as an isolated structure at a distorted geometry (ωB97M-V with the def2-TZVPD basis set).

- E_HOMO (alpha / beta): -7.65 / -7.66 eV
- Orbital gap (alpha / beta): 7.67 / 7.67 eV
- LUMO energy (alpha / beta): 0.01 / 0.01 eV
- 2S+1: 5

Last column: Löwdin charge in e.
Geometry (Å):
C 2.730 -2.781 -1.265  -0.041
C 2.430 -1.750 -2.335  -0.222
H 2.001 -3.613 -1.219  0.077
H 2.789 -2.273 -0.285  0.054
H 3.679 -3.304 -1.497  0.089
C 2.259 -2.109 -3.614  -0.163
C 2.397 -3.501 -4.115  -0.105
H 2.123 -1.337 -4.370  0.098
H 1.752 -4.209 -3.564  0.076
H 3.446 -3.854 -4.106  0.083
H 2.069 -3.445 -5.159  0.067
Pm 1.718 0.195 1.398  1.215
Cl 3.552 -0.687 2.937  -0.265
Cl 3.059 2.442 0.410  -0.111
C 0.299 3.061 1.579  -0.355
O 0.017 1.818 1.548  -0.224
N -0.577 4.034 1.555  -0.153
C -2.002 3.697 1.608  -0.011
C -0.138 5.430 1.358  -0.014
H 1.368 3.343 1.615  0.021
H -2.186 3.126 2.523  0.095
H -2.264 3.095 0.732  0.071
H -2.547 4.640 1.618  0.087
H 0.658 5.706 2.073  0.102
H -0.996 6.087 1.508  0.081
H 0.258 5.602 0.339  0.105
H -0.522 -4.571 4.285  0.099
H -0.796 -3.943 0.369  0.093
C -1.355 -4.201 3.668  -0.027
C -1.534 -3.973 1.181  -0.010
N -0.909 -3.522 2.438  -0.150
H -1.975 -3.558 4.310  0.095
C -0.120 -2.466 2.488  -0.274
O 0.191 -1.716 1.509  -0.175
H -2.393 -3.331 0.928  0.090
H 0.269 -2.220 3.493  0.137
H -1.989 -5.040 3.379  0.081
H -1.883 -4.992 1.378  0.086
O 2.245 -0.132 -0.597  -0.510
C 2.395 -0.252 -1.961  -0.339
C 0.580 0.195 -3.871  -0.149
C 1.534 0.627 -2.916  -0.160
H 0.093 -0.787 -3.815  0.013
C 0.166 0.986 -4.976  -0.084
H 3.434 0.128 -2.104  0.156
C 1.938 1.965 -3.045  -0.050
H -0.568 0.643 -5.724  0.103
C 0.705 2.277 -5.126  -0.104
C 1.610 2.728 -4.163  -0.089
H 2.601 2.348 -2.281  0.060
H 0.423 2.941 -5.951  0.097
H 2.060 3.708 -4.307  0.098
Si -2.301 -0.069 -1.878  0.189
Cl -1.186 -1.800 -2.240  0.420
C -3.464 0.269 -3.271  -0.198
C -1.155 1.398 -1.617  -0.180
C -2.704 -0.508 -0.115  -0.231
H -3.481 1.359 -3.451  0.041
H -4.499 -0.074 -3.119  0.033
H -3.130 -0.162 -4.216  0.028
H -3.736 -0.882 0.069  0.040
H -2.538 0.385 0.507  0.019
H -1.973 -1.279 0.232  -0.015
H -0.738 1.797 -2.551  0.023
H -0.315 1.055 -0.980  0.031
H -1.738 2.176 -1.083  0.028
C -0.402 0.311 6.864  -0.088
C 0.404 0.326 5.584  -0.309
O -0.355 0.020 4.399  -0.126
H -1.100 1.156 6.905  0.077
H 0.313 0.403 7.684  0.079
H -0.941 -0.633 6.999  0.077
H 0.876 1.308 5.444  0.115
H 1.193 -0.433 5.577  0.110
H -1.123 0.624 4.395  0.092



Record 3
Entry from OMol25: C28H44N5O3P2PbSi as an isolated structure at a distorted geometry (ωB97M-V with the def2-TZVPD basis set).

- E_HOMO: -2.71 eV
- Orbital gap: 4.92 eV
- LUMO energy: 2.21 eV
- Total charge: -1
- Energy relative to the best compared isomer or geometry (same formula, charge and spin): 8.6 kcal/mol
- 2S+1: 1

Last column: Löwdin charge in e.
Geometry (Å):
Pb -0.027 0.774 0.356  0.891
C -1.068 -0.426 -3.117  -0.108
N -0.452 -1.727 -3.351  -0.294
C 0.269 -1.866 -4.604  -0.106
P -0.037 -2.704 -2.092  0.462
O -0.637 -2.353 -0.806  -0.293
O 1.583 -2.799 -2.078  -0.285
P 2.747 -1.822 -1.532  0.443
O 2.798 -0.507 -2.169  -0.273
N 2.501 -1.834 0.091  -0.299
C 1.775 -2.840 0.847  -0.110
C 3.182 -0.840 0.902  -0.124
N 4.117 -2.708 -1.875  -0.305
C 4.302 -4.055 -1.388  -0.109
C 5.019 -2.295 -2.932  -0.112
N -0.366 -4.249 -2.688  -0.298
C -1.775 -4.586 -2.486  -0.119
C 0.531 -5.361 -2.423  -0.117
H -1.837 -0.252 -3.875  0.085
H -0.342 0.391 -3.160  0.082
H -1.534 -0.415 -2.134  0.042
H -0.399 -1.637 -5.438  0.083
H 0.614 -2.894 -4.706  0.071
H 1.132 -1.193 -4.651  0.084
H 1.311 -3.561 0.180  0.056
H 0.982 -2.373 1.431  0.070
H 2.448 -3.368 1.535  0.088
H 3.700 -0.129 0.261  0.081
H 3.911 -1.319 1.567  0.086
H 2.459 -0.296 1.516  0.014
H 3.592 -4.260 -0.587  0.068
H 5.316 -4.174 -0.991  0.083
H 4.164 -4.797 -2.184  0.080
H 4.801 -1.264 -3.196  0.069
H 4.918 -2.923 -3.827  0.081
H 6.056 -2.361 -2.585  0.080
H -2.388 -3.706 -2.683  0.080
H -1.982 -4.920 -1.464  0.086
H -2.062 -5.374 -3.185  0.080
H 1.546 -5.091 -2.708  0.063
H 0.216 -6.210 -3.034  0.081
H 0.531 -5.679 -1.372  0.086
C -1.034 -3.627 4.409  -0.116
C -2.032 -2.744 4.014  -0.096
C -1.716 -1.436 3.687  -0.109
C -0.401 -0.958 3.744  -0.375
C 0.581 -1.862 4.162  -0.148
C 0.276 -3.175 4.492  -0.118
Si 0.018 0.790 3.100  0.505
C -1.283 1.889 3.962  -0.349
C -1.739 1.618 5.255  -0.124
C -2.651 2.447 5.890  -0.112
C -3.142 3.571 5.236  -0.114
C -2.718 3.849 3.945  -0.086
C -1.796 3.019 3.321  -0.115
H -1.275 -4.654 4.653  0.089
H -3.060 -3.085 3.963  0.096
H -2.505 -0.759 3.376  0.093
H 1.609 -1.521 4.241  0.089
H 1.058 -3.853 4.818  0.091
H 1.234 1.097 3.942  -0.053
H -1.371 0.735 5.768  0.094
H -2.978 2.222 6.900  0.089
H -3.848 4.224 5.735  0.089
H -3.117 4.709 3.420  0.100
H -1.484 3.231 2.304  0.063
C -1.256 4.737 -0.684  -0.086
C -2.608 4.123 -0.458  -0.251
C -3.769 4.835 -0.697  -0.109
C -5.028 4.286 -0.471  -0.154
C -5.100 2.995 0.046  -0.105
C -3.968 2.246 0.308  -0.242
C -4.065 0.876 0.915  -0.073
C -2.662 2.774 0.026  -0.408
N -1.567 2.058 0.212  -0.300
H -1.346 5.760 -1.054  0.061
H -0.676 4.146 -1.399  0.062
H -0.678 4.754 0.246  0.063
H -3.698 5.850 -1.078  0.090
H -5.927 4.854 -0.675  0.070
H -6.073 2.564 0.266  0.091
H -5.108 0.605 1.090  0.065
H -3.530 0.847 1.870  0.054
H -3.603 0.119 0.273  0.062



Record 4
Entry from OMol25: a single C10H16BrNS molecule at a distorted geometry (ωB97M-V with the def2-TZVPD basis set).

- E_HOMO (alpha / beta): -7.69 / -7.69 eV
- Orbital gap (alpha / beta): 7.29 / 7.29 eV
- LUMO energy (alpha / beta): -0.40 / -0.40 eV
- Energy relative to the best compared isomer or geometry (same formula, charge and spin): 0.0 kcal/mol
- 2S+1: 1

Last column: Löwdin charge in e.
Geometry (Å):
C -2.096 -0.465 0.313  -0.634
C 2.617 -2.089 -0.073  -0.197
C 1.933 -1.802 1.332  -0.178
C 1.585 -1.899 -1.130  -0.225
C 1.367 -0.355 1.432  -0.201
C 0.843 -0.525 -1.122  -0.157
C -1.574 2.001 0.068  -0.754
C 0.293 -0.191 0.334  -0.532
C -1.718 2.039 -1.399  -0.182
C -2.579 2.722 0.905  -0.150
N -0.948 -0.899 0.446  -0.012
S 0.008 1.814 0.598  0.953
Br -3.699 -1.438 0.392  0.660
H 3.360 -1.258 -0.095  0.115
H 3.086 -3.087 -0.218  0.117
H 1.117 -2.460 1.368  0.076
H 2.672 -2.074 2.149  0.125
H 1.979 -2.018 -2.220  0.141
H 0.774 -2.583 -1.056  0.092
H 1.041 -0.210 2.432  0.098
H 2.186 0.290 1.090  0.106
H 1.466 0.250 -1.461  0.083
H 0.017 -0.574 -1.863  0.110
H -1.399 2.992 -1.961  0.101
H -2.745 1.825 -1.805  0.089
H -0.941 1.316 -1.919  0.086
H -3.633 2.657 0.512  0.089
H -2.340 3.794 1.006  0.079
H -2.671 2.228 1.946  0.103



Record 5
Entry from OMol25: C11H39BF4O9Ti2 as an isolated structure at a distorted geometry (ωB97M-V with the def2-TZVPD basis set).

- E_HOMO (alpha / beta): -1.56 / -5.19 eV
- Orbital gap (alpha / beta): 4.11 / 7.48 eV
- LUMO energy (alpha / beta): 2.56 / 2.29 eV
- Total charge: -1
- 2S+1: 8

Last column: Löwdin charge in e.
Geometry (Å):
Ti 12.574 -6.869 13.809  0.661
Ti 15.683 -6.064 12.066  0.404
O 13.769 -9.027 14.046  -0.532
H 13.279 -9.040 13.201  -0.171
B 13.059 -5.960 10.918  -1.387
F 12.172 -5.477 11.850  0.097
F 13.731 -7.040 11.485  0.003
F 12.435 -6.439 9.759  0.140
F 13.918 -4.895 10.659  0.121
C 14.515 -10.050 10.078  -0.154
O 15.081 -9.349 11.166  -0.112
H 14.642 -9.670 9.064  0.062
H 14.687 -11.115 10.232  0.081
H 13.426 -10.060 10.120  0.064
H 14.496 -8.611 11.355  0.011
C 14.760 -1.847 8.552  -0.191
O 13.939 -2.802 7.990  -0.112
H 15.719 -2.294 8.813  0.074
H 14.968 -1.023 7.869  0.077
H 14.300 -1.495 9.475  0.075
H 13.752 -3.544 8.571  0.059
C 17.516 -7.114 9.305  -0.135
O 16.377 -6.671 9.946  -0.246
H 18.170 -7.403 10.127  0.087
H 17.261 -8.002 8.727  0.087
H 17.920 -6.289 8.717  0.089
H 15.670 -6.628 9.298  0.044
C 10.253 -4.656 14.844  -0.126
O 11.614 -5.043 15.125  -0.250
H 10.102 -3.665 15.272  0.086
H 10.158 -4.692 13.759  0.052
H 9.476 -5.284 15.281  0.078
H 11.700 -5.389 16.016  0.073
C 12.861 -2.468 13.201  -0.137
O 11.581 -2.750 12.667  -0.153
H 12.938 -3.238 13.968  0.062
H 13.643 -2.470 12.442  0.073
H 12.672 -1.504 13.675  0.080
H 11.546 -3.700 12.530  0.009
C 8.882 -9.310 8.363  -0.067
C 10.441 -9.469 8.433  -0.316
O 10.941 -8.220 8.141  -0.093
H 8.606 -8.472 9.003  0.063
H 8.509 -10.221 8.830  0.058
H 8.394 -9.131 7.405  0.066
H 10.878 -10.284 7.856  0.105
H 10.808 -9.618 9.449  0.106
H 11.206 -7.789 8.957  0.053
C 15.088 -8.149 6.088  -0.093
C 13.980 -7.421 6.766  -0.333
O 14.387 -6.779 7.931  -0.058
H 15.887 -7.501 5.728  0.079
H 14.693 -8.724 5.251  0.075
H 15.467 -8.991 6.666  0.065
H 13.147 -8.117 6.864  0.103
H 13.572 -6.722 6.035  0.118
H 13.609 -6.457 8.392  0.060
C 7.819 -4.391 10.325  -0.089
C 9.087 -4.955 10.885  -0.359
O 9.913 -5.570 9.961  -0.045
H 7.184 -5.089 9.779  0.072
H 8.050 -3.578 9.637  0.074
H 7.155 -3.967 11.078  0.073
H 8.747 -5.662 11.641  0.106
H 9.610 -4.190 11.459  0.098
H 10.770 -5.714 10.370  0.037



Record 6
Entry from OMol25: a 4-piece molecular cluster, CH8O5 overall at a distorted geometry (ωB97M-V with the def2-TZVPD basis set).

- E_HOMO (alpha / beta): -14.44 / -14.20 eV
- Orbital gap (alpha / beta): 7.91 / 2.88 eV
- LUMO energy (alpha / beta): -6.53 / -11.32 eV
- Total charge: +1
- Energy relative to the best compared isomer or geometry (same formula, charge and spin): 45.3 kcal/mol
- 2S+1: 2

Last column: Löwdin charge in e.
Geometry (Å):
O -1.282 -2.034 -0.287  0.423
C -0.660 -2.226 -1.314  -0.132
O 0.615 -2.555 -1.339  0.210
H -1.139 -2.107 -2.303  0.223
H 1.166 -1.798 -1.004  0.161
H 1.836 0.917 0.008  0.028
H 2.333 -0.079 1.077  0.076
O 2.072 -0.011 0.137  -0.048
H -0.205 3.557 -0.049  0.059
H -0.042 2.125 0.805  0.002
O 0.341 2.805 0.221  -0.060
H -2.208 0.621 1.886  0.081
H -1.335 -0.038 0.899  -0.006
O -1.493 0.824 1.262  -0.015



Record 7
Entry from OMol25: C32H30ClCsN2O4PSb as an isolated structure at a distorted geometry (ωB97M-V with the def2-TZVPD basis set).

- E_HOMO: -8.70 eV
- Orbital gap: 8.44 eV
- LUMO energy: -0.26 eV
- Energy relative to the best compared isomer or geometry (same formula, charge and spin): 0.0 kcal/mol
- 2S+1: 1

Last column: Löwdin charge in e.
Geometry (Å):
Cs -0.594 0.308 -0.303  0.904
O 3.716 -4.609 0.752  0.120
C 2.577 -5.266 0.835  -0.514
O 2.521 -6.434 1.135  0.068
C 1.332 -4.508 0.495  -0.045
C 0.098 -5.093 0.293  -0.581
Cl -0.397 -6.713 0.401  0.814
N -0.783 -4.112 -0.007  -0.094
N -0.191 -2.903 0.004  0.116
C 1.080 -3.124 0.307  -0.140
C 2.026 -1.938 0.355  -0.636
O 3.236 -2.171 0.170  0.021
O 1.492 -0.820 0.530  -0.369
C -2.169 -4.211 -0.322  -0.217
C -3.076 -3.487 0.435  -0.015
C -4.424 -3.547 0.119  -0.075
C -4.857 -4.335 -0.939  -0.082
C -3.939 -5.058 -1.687  -0.070
C -2.587 -4.994 -1.386  -0.029
H 3.576 -3.636 0.511  0.052
H -2.718 -2.895 1.267  0.117
H -5.140 -2.988 0.708  0.105
H -5.911 -4.386 -1.179  0.104
H -4.274 -5.671 -2.514  0.107
H -1.859 -5.544 -1.967  0.113
C 2.754 7.968 -1.768  -0.089
C 1.388 7.815 -1.587  -0.085
C 0.873 6.597 -1.162  -0.126
C 1.721 5.520 -0.918  -0.402
C 3.091 5.681 -1.112  -0.141
C 3.607 6.900 -1.530  -0.088
Sb 1.024 3.626 -0.227  1.447
C 1.206 4.017 1.860  -0.402
C 1.416 2.935 2.713  -0.136
C 1.528 3.130 4.084  -0.082
C 1.438 4.410 4.610  -0.085
C 1.244 5.496 3.766  -0.083
C 1.130 5.300 2.397  -0.128
C -1.072 4.046 -0.420  -0.441
C -1.658 3.805 -1.664  -0.168
C -3.006 4.059 -1.877  -0.085
C -3.789 4.544 -0.838  -0.085
C -3.221 4.774 0.407  -0.079
C -1.869 4.527 0.615  -0.115
H 3.155 8.919 -2.098  0.102
H 0.719 8.646 -1.774  0.103
H -0.197 6.491 -1.022  0.092
H 3.770 4.854 -0.933  0.093
H 4.674 7.013 -1.672  0.103
H 1.517 1.930 2.311  0.086
H 1.696 2.283 4.737  0.106
H 1.531 4.564 5.677  0.103
H 1.187 6.497 4.174  0.104
H 0.991 6.155 1.744  0.098
H -1.056 3.419 -2.482  0.094
H -3.445 3.876 -2.850  0.105
H -4.841 4.742 -0.999  0.104
H -3.830 5.151 1.219  0.105
H -1.436 4.715 1.591  0.092
C 1.766 0.731 -4.822  -0.314
P 1.501 0.151 -3.100  0.712
C 1.612 -1.665 -3.343  -0.286
C 3.150 0.475 -2.373  -0.293
H 2.659 0.281 -5.262  0.040
H 1.881 1.816 -4.829  0.031
H 0.903 0.480 -5.438  0.031
H 2.515 -1.939 -3.893  0.048
H 0.739 -2.025 -3.889  0.036
H 1.637 -2.163 -2.373  0.017
H 3.947 0.062 -2.996  0.048
H 3.204 0.022 -1.381  0.021
H 3.300 1.551 -2.268  0.019



Record 8
Entry from OMol25: a single C6H9I molecule at a distorted geometry (ωB97M-V with the def2-TZVPD basis set).

- SMILES: C[C@H]1C=C[C@]1(C)I
- E_HOMO: -9.09 eV
- Orbital gap: 9.52 eV
- LUMO energy: 0.43 eV
- Energy relative to the best compared isomer or geometry (same formula, charge and spin): 23.6 kcal/mol
- 2S+1: 1

Last column: Löwdin charge in e.
Geometry (Å):
C -1.040 1.552 -0.185  -0.060
C -0.566 0.464 0.838  -0.284
C -1.196 -0.896 0.720  -0.058
C -0.102 -1.586 0.380  -0.133
C 0.756 -0.434 0.280  -0.815
C 1.382 -0.267 -1.072  -0.173
I 2.400 -0.363 1.769  0.733
H -1.162 0.967 -1.078  0.045
H -0.246 2.329 -0.369  0.101
H -2.056 1.905 -0.049  0.069
H -0.514 0.675 1.909  0.109
H -2.143 -1.272 1.153  0.118
H 0.048 -2.540 0.145  0.071
H 2.336 0.412 -1.128  0.084
H 0.512 0.276 -1.664  0.098
H 1.591 -1.221 -1.649  0.096



| no. | E_tot (hartree) |
| --- | --- |
| 1 | -1263.65449 |
| 2 | -3552.59458 |
| 3 | -2758.07498 |
| 4 | -3417.46090 |
| 5 | -3242.81254 |
| 6 | -418.68575 |
| 7 | -2709.85525 |
| 8 | -531.61615 |